Here is C36H49CdFN4O2Si as an isolated structure from OMol25. Energies are from ωB97M-V/def2-TZVPD.

Results
E_LUMO, eV: -0.291

Structure (ORCA input):
```
! wB97M-V def2-TZVPD RIJCOSX def2/J DEFGRID3
* xyz 0 1
Cd 0.1989 -0.9272 0.0425
C -1.7568 -2.8016 0.7548
C -2.8098 -1.9897 1.1618
C -3.1871 -1.1534 0.0776
C -2.3637 -1.4275 -1.0029
C -1.3977 -2.4404 -0.5980
C -0.8357 -3.4224 -1.6068
C -2.5440 -1.0277 -2.4375
C -4.2963 -0.1459 0.1315
C -3.4662 -2.0482 2.5106
C -1.1688 -3.9227 1.5591
H -1.6495 -3.9119 -2.1463
H -0.2593 -4.1972 -1.1112
H -0.1895 -2.9403 -2.3402
H -3.1482 -1.7775 -2.9555
H -1.5824 -0.9751 -2.9476
H -3.0448 -0.0657 -2.5416
H -5.2376 -0.6228 0.4053
H -4.4327 0.3452 -0.8306
H -4.0943 0.6301 0.8765
H -2.7285 -2.0050 3.3152
H -4.0198 -2.9846 2.6218
H -4.1657 -1.2246 2.6395
H -1.9505 -4.6209 1.8663
H -0.6755 -3.5605 2.4641
H -0.4388 -4.4735 0.9730
C 1.4629 2.1457 0.8297
Si 2.3545 0.8425 1.9099
C 4.2130 1.2552 1.6374
C 1.8968 1.1756 3.7503
N 1.9331 -0.7335 1.3710
C 2.6090 -1.8450 1.7471
C 3.5229 -1.8941 2.8226
C 4.2087 -3.0359 3.1691
C 4.0407 -4.2164 2.4624
C 3.1618 -4.2228 1.3945
C 2.4825 -3.0726 1.0701
F 1.6252 -3.1521 -0.0164
H 1.6887 3.1455 1.1871
H 0.3861 2.0309 0.8218
H 1.8039 2.0903 -0.1978
H 4.3997 2.3177 1.7674
H 4.5158 0.9930 0.6264
H 4.8667 0.7198 2.3168
H 1.9162 2.2337 3.9912
H 2.5770 0.6719 4.4289
H 0.9018 0.7986 3.9669
H 3.6755 -0.9998 3.4013
H 4.8918 -3.0093 4.0081
H 4.5763 -5.1108 2.7373
H 3.0008 -5.1099 0.7995
O 3.8897 1.1763 -6.0260
C 4.4386 0.2427 -5.1270
C 3.4734 -0.0349 -4.0077
C 3.7874 -0.9554 -3.0125
C 2.8787 -1.1545 -1.9872
N 1.7227 -0.5184 -1.9027
C 1.4050 0.3739 -2.8463
C 2.2625 0.6269 -3.9203
C 0.1502 1.1188 -2.6723
C -0.3979 1.8906 -3.7021
C -1.5133 2.6677 -3.4486
C -2.0994 3.5671 -4.5063
O -1.8013 3.1861 -5.8245
C -2.0724 2.6180 -2.1735
C -1.4992 1.7839 -1.2311
N -0.4186 1.0607 -1.4637
H 4.5504 1.4008 -6.6871
H 5.3763 0.6217 -4.6900
H 4.6691 -0.7080 -5.6340
H 4.7233 -1.4912 -3.0291
H 3.1017 -1.8526 -1.1943
H 2.0244 1.3486 -4.6804
H 0.0320 1.8920 -4.6905
H -1.6662 4.5680 -4.3912
H -3.1869 3.6523 -4.3540
H -2.1322 2.2943 -5.9795
H -2.9418 3.2094 -1.9385
H -1.9228 1.6934 -0.2428
C -1.4919 2.7382 4.1872
C -2.4688 2.2099 3.1320
C -3.7231 1.6679 3.8290
C -2.8316 3.3200 2.1320
C -1.8299 1.1366 2.3894
N -1.3258 0.3132 1.7723
H -1.9618 3.5419 4.7487
H -0.5865 3.1142 3.7205
H -1.2306 1.9467 4.8840
H -4.1753 2.4516 4.4345
H -3.4617 0.8366 4.4794
H -4.4525 1.3211 3.1008
H -3.2504 4.1710 2.6655
H -3.5661 2.9718 1.4062
H -1.9461 3.6551 1.5936
*
```

Löwdin charges, unit e, in atom order: number 1, Cd, carries 1.443; number 2, C, carries -0.294; number 3, C, carries -0.287; number 4, C, carries -0.273; number 5, C, carries -0.304; number 6, C, carries -0.386; number 7, C, carries -0.083; number 8, C, carries -0.058; number 9, C, carries -0.045; number 10, C, carries -0.051; number 11, C, carries -0.050; number 12, H, carries 0.081; number 13, H, carries 0.050; number 14, H, carries 0.056; number 15, H, carries 0.084; number 16, H, carries 0.061; number 17, H, carries 0.055; number 18, H, carries 0.080; number 19, H, carries 0.064; number 20, H, carries 0.038; number 21, H, carries 0.072; number 22, H, carries 0.077; number 23, H, carries 0.051; number 24, H, carries 0.078; number 25, H, carries 0.077; number 26, H, carries 0.053; number 27, C, carries -0.189; number 28, Si, carries 0.402; number 29, C, carries -0.170; number 30, C, carries -0.171; number 31, N, carries -0.183; number 32, C, carries -0.359; number 33, C, carries -0.055; number 34, C, carries -0.105; number 35, C, carries -0.116; number 36, C, carries -0.037; number 37, C, carries -0.235; number 38, F, carries -0.051; number 39, H, carries 0.025; number 40, H, carries -0.035; number 41, H, carries 0.010; number 42, H, carries 0.020; number 43, H, carries 0.019; number 44, H, carries 0.011; number 45, H, carries 0.016; number 46, H, carries 0.011; number 47, H, carries 0.004; number 48, H, carries 0.072; number 49, H, carries 0.100; number 50, H, carries 0.093; number 51, H, carries 0.114; number 52, O, carries -0.053; number 53, C, carries -0.214; number 54, C, carries -0.175; number 55, C, carries 0.006; number 56, C, carries -0.110; number 57, N, carries 0.066; number 58, C, carries -0.200; number 59, C, carries 0.055; number 60, C, carries -0.213; number 61, C, carries 0.051; number 62, C, carries -0.178; number 63, C, carries -0.218; number 64, O, carries -0.051; number 65, C, carries 0.001; number 66, C, carries -0.142; number 67, N, carries 0.064; number 68, H, carries 0.096; number 69, H, carries 0.135; number 70, H, carries 0.133; number 71, H, carries 0.120; number 72, H, carries 0.097; number 73, H, carries 0.108; number 74, H, carries 0.116; number 75, H, carries 0.137; number 76, H, carries 0.127; number 77, H, carries 0.099; number 78, H, carries 0.116; number 79, H, carries 0.079; number 80, C, carries -0.036; number 81, C, carries -0.578; number 82, C, carries -0.033; number 83, C, carries -0.033; number 84, C, carries -0.157; number 85, N, carries 0.220; number 86, H, carries 0.091; number 87, H, carries 0.082; number 88, H, carries 0.090; number 89, H, carries 0.091; number 90, H, carries 0.092; number 91, H, carries 0.076; number 92, H, carries 0.092; number 93, H, carries 0.080; number 94, H, carries 0.086

Here is a 17-piece molecular cluster, C36H49Cl32F23O6P overall from OMol25. Energies are from ωB97M-V/def2-TZVPD.

Results
E_LUMO, eV: 1.543

Structure (ORCA input):
```
! wB97M-V def2-TZVPD RIJCOSX def2/J DEFGRID3
* xyz -1 1
C -5.4912 3.9606 2.6945
O -4.4659 3.0179 2.7527
C -3.9716 2.7382 1.4391
C -2.4850 2.4329 1.4509
C -2.1890 1.1351 0.7148
C -0.7242 0.9182 0.3109
C -0.4841 1.3361 -1.1409
C -1.4151 0.6493 -2.1870
O -1.9431 1.3038 -3.1032
C -1.7131 -0.8800 -2.1776
F -1.2799 -1.3721 -3.3489
F -1.0528 -1.5433 -1.2352
C -3.2131 -1.2293 -2.0086
F -4.0138 -0.2981 -2.4937
F -3.4488 -1.3168 -0.6888
C -3.6368 -2.5857 -2.5616
F -3.6566 -2.5885 -3.9057
F -2.7982 -3.5291 -2.1683
C -5.0413 -3.0187 -2.0766
O -5.3441 -4.2338 -2.1087
O -5.8458 -2.0357 -1.6843
O -0.9781 2.6621 -1.1453
P 0.2433 3.8336 -0.6957
O 1.5223 2.6499 -0.9760
C 0.9632 1.5833 -1.6257
C 1.8919 0.4288 -1.8896
F 1.1731 -0.6048 -2.3538
F 2.7275 0.7540 -2.8784
C 2.7161 -0.1312 -0.7133
F 3.3246 -1.2398 -1.1452
F 1.8994 -0.5157 0.2472
C 3.7696 0.8339 -0.0715
F 4.2044 1.7640 -0.9054
F 3.1750 1.4494 0.9555
C 4.9529 0.0976 0.5622
F 5.7575 -0.4199 -0.3720
F 4.5092 -0.9216 1.2820
C 5.8401 0.9463 1.5285
F 5.2186 1.1346 2.6723
F 6.9122 0.1768 1.8015
C 6.4127 2.2694 1.0022
F 6.8093 2.1428 -0.2593
F 5.5160 3.2289 1.0533
C 7.6716 2.7965 1.7810
F 7.8452 4.0459 1.3414
F 8.7563 2.1257 1.4555
C 7.5440 2.9183 3.3144
F 6.4057 3.4819 3.6707
F 7.6734 1.7502 3.9273
F 8.5462 3.7041 3.7280
H -5.1225 4.9102 2.3170
H -6.3081 3.6589 2.0442
H -5.9118 4.1517 3.6731
H -4.1597 3.6196 0.8385
H -4.5492 1.9430 0.9728
H -2.0192 3.2746 0.9756
H -2.1668 2.4389 2.4835
H -2.8489 1.0810 -0.1423
H -2.4773 0.3317 1.3791
H -0.0735 1.4630 0.9653
H -0.5207 -0.1328 0.4690
H -6.6732 -2.4439 -1.3841
H 1.2082 4.8789 -0.3013
H 0.1440 3.5498 0.6941
H -0.8048 4.8370 -0.5354
H 0.4633 4.2644 -2.0608
H 0.7717 1.9582 -2.6437
C -0.7122 6.0057 2.2659
Cl -2.4549 6.0870 1.9395
Cl -0.2612 4.5260 3.1201
H -0.1792 6.0269 1.3186
H -0.4359 6.8478 2.8820
C -6.1781 0.5924 4.9096
Cl -7.4286 1.4401 3.9914
Cl -5.8997 -1.0416 4.2846
H -5.2600 1.1682 4.8766
H -6.5271 0.4864 5.9299
C -0.7210 10.3238 3.6804
Cl 1.0011 9.9185 3.6627
Cl -1.6478 9.2239 2.6614
H -1.0835 10.2404 4.6984
H -0.8424 11.3369 3.3158
C -4.8858 -5.3304 1.6001
Cl -5.2814 -4.3264 2.9979
Cl -3.8650 -6.7068 2.0282
H -5.8086 -5.7184 1.1867
H -4.3708 -4.7207 0.8684
C -7.5447 0.8466 -0.8741
Cl -7.1617 -0.4383 0.2771
Cl -7.1910 2.4428 -0.2105
H -6.9430 0.6984 -1.7645
H -8.6000 0.7947 -1.1141
C 2.0088 0.5089 4.5481
Cl 0.6189 1.1522 3.6754
Cl 2.5649 -1.0280 3.8704
H 2.8179 1.2276 4.4876
H 1.7254 0.3454 5.5809
C 0.7323 -8.3188 2.2840
Cl -0.7837 -7.5900 1.7602
Cl 0.4621 -9.7467 3.2998
H 1.2965 -8.6225 1.4106
H 1.2899 -7.5885 2.8590
C -3.9769 -4.7443 -6.1253
Cl -5.3724 -4.1144 -7.0106
Cl -3.4327 -6.2870 -6.8037
H -3.1668 -4.0285 -6.1891
H -4.2591 -4.8976 -5.0908
C 11.4842 4.7615 5.4050
Cl 12.2418 3.5534 6.4504
Cl 11.6155 6.3897 6.0816
H 11.9793 4.7456 4.4418
H 10.4358 4.5154 5.2927
C 0.2535 -7.0241 -6.2804
Cl 0.9138 -6.7371 -4.6668
Cl 0.6413 -8.6473 -6.8692
H -0.8228 -6.9195 -6.2381
H 0.6754 -6.2969 -6.9636
C 1.6004 8.1952 6.7671
Cl -0.1201 8.0193 6.4102
Cl 2.2353 6.8051 7.6558
H 2.1365 8.2844 5.8302
H 1.7403 9.0844 7.3696
C -0.7988 -9.8204 6.9310
Cl -0.8351 -11.0672 8.1873
Cl -0.0958 -8.3144 7.5295
H -0.2017 -10.1799 6.1029
H -1.8129 -9.6260 6.6039
C 7.9498 0.2229 -2.6232
Cl 7.4196 -1.0754 -3.6968
Cl 8.2440 1.7291 -3.5032
H 7.1795 0.4009 -1.8884
H 8.8719 -0.0789 -2.1410
C -6.8125 -8.1021 -7.0475
Cl -8.2009 -7.4587 -7.9302
Cl -6.2638 -9.6454 -7.7211
H -5.9989 -7.3906 -7.1119
H -7.1002 -8.2617 -6.0153
C -4.5379 -8.2457 -10.6512
Cl -4.7561 -6.8177 -9.6333
Cl -2.8330 -8.5241 -11.0343
H -4.9198 -9.1069 -10.1180
H -5.0825 -8.1019 -11.5767
C 6.8032 4.7165 -5.1465
Cl 6.0609 5.8608 -4.0258
Cl 6.4088 5.0935 -6.8302
H 7.8791 4.7604 -5.0256
H 6.4393 3.7217 -4.9196
*
```

Löwdin population analysis, charges in e, atoms 1 to 99: number 1, C, carries -0.184; number 2, O, carries -0.196; number 3, C, carries -0.229; number 4, C, carries -0.183; number 5, C, carries -0.160; number 6, C, carries -0.122; number 7, C, carries -0.363; number 8, C, carries -0.133; number 9, O, carries 0.150; number 10, C, carries -0.387; number 11, F, carries 0.147; number 12, F, carries 0.151; number 13, C, carries -0.388; number 14, F, carries 0.182; number 15, F, carries 0.153; number 16, C, carries -0.400; number 17, F, carries 0.150; number 18, F, carries 0.181; number 19, C, carries -0.355; number 20, O, carries 0.099; number 21, O, carries 0.072; number 22, O, carries -0.296; number 23, P, carries 0.470; number 24, O, carries -0.263; number 25, C, carries -0.282; number 26, C, carries -0.402; number 27, F, carries 0.151; number 28, F, carries 0.155; number 29, C, carries -0.360; number 30, F, carries 0.162; number 31, F, carries 0.175; number 32, C, carries -0.364; number 33, F, carries 0.191; number 34, F, carries 0.161; number 35, C, carries -0.372; number 36, F, carries 0.152; number 37, F, carries 0.165; number 38, C, carries -0.363; number 39, F, carries 0.184; number 40, F, carries 0.161; number 41, C, carries -0.388; number 42, F, carries 0.170; number 43, F, carries 0.204; number 44, C, carries -0.379; number 45, F, carries 0.172; number 46, F, carries 0.191; number 47, C, carries -0.562; number 48, F, carries 0.208; number 49, F, carries 0.194; number 50, F, carries 0.166; number 51, H, carries 0.056; number 52, H, carries 0.023; number 53, H, carries 0.073; number 54, H, carries 0.105; number 55, H, carries 0.090; number 56, H, carries 0.050; number 57, H, carries 0.085; number 58, H, carries 0.099; number 59, H, carries 0.116; number 60, H, carries 0.063; number 61, H, carries 0.098; number 62, H, carries 0.109; number 63, H, carries -0.049; number 64, H, carries -0.057; number 65, H, carries -0.037; number 66, H, carries -0.003; number 67, H, carries 0.163; number 68, C, carries -1.001; number 69, Cl, carries 0.526; number 70, Cl, carries 0.526; number 71, H, carries -0.003; number 72, H, carries -0.041; number 73, C, carries -1.003; number 74, Cl, carries 0.527; number 75, Cl, carries 0.482; number 76, H, carries 0.026; number 77, H, carries 0.018; number 78, C, carries -1.017; number 79, Cl, carries 0.514; number 80, Cl, carries 0.546; number 81, H, carries -0.003; number 82, H, carries 0.023; number 83, C, carries -1.023; number 84, Cl, carries 0.502; number 85, Cl, carries 0.490; number 86, H, carries 0.024; number 87, H, carries 0.016; number 88, C, carries -0.986; number 89, Cl, carries 0.571; number 90, Cl, carries 0.575; number 91, H, carries 0.024; number 92, H, carries 0.025; number 93, C, carries -1.009; number 94, Cl, carries 0.561; number 95, Cl, carries 0.530; number 96, H, carries 0.019; number 97, H, carries 0.021; number 98, C, carries -1.013; number 99, Cl, carries 0.494

Number 1: frontier orbital gap 5.94 eV, HOMO energy -6.2 eV. Number 2: frontier orbital gap 6.61 eV, HOMO energy -5.1 eV.